Record 1
DFT (wB97M-V/def2-TZVPD) results for a structure of composition C35H34ClNOSi2Zr.

Net charge: +2
Gap between HOMO and LUMO (spin up / spin down) (eV): 4.1 / 4.1
Largest force on an atom (eV Å⁻¹): 3.11

Element x y z (Å)
C -0.35362 2.44180 4.43686
C 0.69228 2.04905 3.52009
C 0.43939 2.66355 2.25569
H 1.57970 1.47521 3.75922
C -0.71671 3.51008 2.41647
C -1.22507 3.34568 3.75065
H -2.04099 3.93671 4.17207
H -0.37427 2.22329 5.49985
H 1.08798 2.62645 1.37535
H -1.04126 4.22063 1.65502
Zr -1.40015 1.18682 2.68697
Si 1.03574 0.48943 -2.81808
C 2.29242 -0.89200 -3.46069
C 1.88751 -1.91320 -4.34008
H 0.83251 -2.03443 -4.59701
C 2.80391 -2.79692 -4.92955
H 2.45500 -3.53900 -5.65267
C 4.15989 -2.71799 -4.60945
H 4.88734 -3.37977 -5.08697
C 4.58332 -1.76323 -3.67466
H 5.63938 -1.73511 -3.36892
C 3.66544 -0.85782 -3.13059
H 4.02289 -0.12720 -2.40229
C -0.07113 0.48378 -4.27316
C 0.57272 0.68773 -5.51860
H 1.64267 0.51250 -5.64304
C -0.15714 1.19266 -6.59828
H 0.36102 1.44266 -7.52942
C -1.54160 1.38987 -6.47346
H -2.10193 1.87514 -7.28113
C -2.20300 0.96387 -5.31387
H -3.29077 1.03492 -5.24703
C -1.47449 0.47728 -4.21857
H -1.99149 0.14570 -3.32238
H 1.84780 1.72083 -2.68702
Si 0.63347 -2.11189 -0.87381
C -0.52161 -0.52931 -0.64217
C -0.27576 0.88613 -0.68439
H 0.72757 1.31266 -0.58361
C -1.31835 1.81552 -0.41711
H -1.15207 2.89198 -0.52168
C -2.61700 1.41331 -0.10199
H -3.40996 2.15865 0.06328
C -2.88155 0.03048 -0.11649
H -3.88135 -0.34409 0.10521
C -1.87025 -0.88544 -0.41170
H -2.13045 -1.95533 -0.40687
C 2.38102 -1.84832 -0.19897
C 2.83357 -0.80176 0.64007
H 2.13993 -0.00910 0.92496
C 4.13446 -0.81149 1.15609
H 4.43602 -0.03636 1.86675
C 5.04477 -1.80239 0.78136
H 6.06039 -1.80702 1.18996
C 4.62596 -2.80136 -0.10119
H 5.33369 -3.56292 -0.42661
C 3.30718 -2.84832 -0.56799
H 2.99702 -3.67565 -1.21935
H 0.08504 -3.23015 -0.07073
Cl -0.11864 -0.79278 2.56070
O -3.60260 1.18331 2.51925
C -4.52454 0.71902 3.56712
C -3.69587 0.09342 4.64873
C -4.26518 -0.66372 5.67154
C -3.44823 -1.10219 6.71020
C -2.08874 -0.80460 6.68635
C -1.57585 -0.17820 5.56505
N -2.35561 0.28944 4.55815
H -4.06540 1.50425 1.72243
H -5.07464 1.61307 3.90233
H -5.24296 0.03783 3.08333
H -5.33237 -0.88997 5.61238
H -3.86678 -1.66670 7.53267
H -1.41547 -1.08628 7.49452
H -0.51415 -0.04274 5.43089

***

Record 2
DFT (wB97M-V/def2-TZVPD) results for a structure of composition C40H76Br12Hg2N4O4.

Energy above the lowest of the compared OMol25 structures with the same formula, charge and spin (kcal/mol): 0.0
Gap between HOMO and LUMO (eV): 6.4
Largest force on an atom (eV Å⁻¹): 3.03

Element x y z (Å)
Hg 0.04212 -1.48981 -1.65583
Hg -0.80877 0.95542 1.28341
C -3.78210 1.63429 5.03868
C -3.41620 0.96966 3.69121
C -4.71733 0.58944 2.97167
C -5.48738 1.78291 2.44062
C -4.59571 2.43857 1.40933
C -3.21270 2.89055 1.96660
N -2.61333 1.78041 2.76878
O -1.29719 2.06614 3.26861
C -3.29199 4.16701 2.79309
C -2.41635 3.19259 0.69106
C -2.74894 -0.38132 3.93593
H -4.49566 2.44647 4.92563
H -2.86379 1.98587 5.50955
H -4.22907 0.86612 5.67126
H -5.35963 0.14355 3.74251
H -4.64589 -0.19025 2.21070
H -5.74840 2.49040 3.22826
H -6.39651 1.29675 2.07743
H -5.14090 3.30269 1.01645
H -4.43815 1.76862 0.56091
H -2.30891 4.56548 3.04278
H -3.79859 4.08453 3.75563
H -3.86249 4.90915 2.22701
H -2.95765 3.89951 0.05618
H -2.26322 2.34651 0.00430
H -1.45070 3.66896 0.87644
H -3.39730 -1.20300 4.24273
H -1.91613 -0.34200 4.64723
H -2.23706 -0.76902 3.04582
C 1.12865 2.64141 -0.64755
C 2.06093 1.98373 0.37577
C 2.28971 3.10183 1.44583
C 2.96432 2.71139 2.74827
C 2.21613 1.47159 3.29988
C 2.08233 0.32731 2.28687
N 1.51297 0.76369 0.98577
O 1.26657 -0.25757 0.00750
C 1.08982 -0.64620 2.99133
C 3.47081 -0.31080 2.09947
C 3.44629 1.79199 -0.27813
H 1.52501 3.52377 -1.14363
H 0.19464 2.89526 -0.14572
H 1.00964 1.81944 -1.36342
H 1.38001 3.66866 1.66851
H 2.94999 3.79236 0.91065
H 2.87606 3.54769 3.43749
H 3.97770 2.41615 2.47943
H 1.30538 1.69966 3.85151
H 2.84514 0.98742 4.05536
H 1.05741 -1.61686 2.51730
H 0.09071 -0.21777 2.95300
H 1.35838 -0.86162 4.02581
H 3.62558 -0.92518 1.20721
H 3.60710 -1.02863 2.91353
H 4.31172 0.37713 2.06059
H 4.21481 1.47020 0.41362
H 3.68814 2.66559 -0.88466
H 3.38260 1.01660 -1.05215
C -3.41398 -2.90952 0.85472
C -2.16073 -2.80178 -0.01914
C -2.10235 -4.02222 -0.96747
C -3.27269 -4.09780 -1.96475
C -3.30544 -2.79914 -2.75753
C -3.14933 -1.47199 -1.99369
N -2.20767 -1.58185 -0.86456
O -1.68624 -0.34478 -0.42214
C -4.52738 -0.94564 -1.53378
C -2.65917 -0.45217 -3.05220
C -0.93206 -2.91458 0.85585
H -3.50323 -3.79573 1.49278
H -4.33696 -3.02893 0.28378
H -3.56829 -2.04862 1.50793
H -2.12167 -4.93011 -0.36064
H -1.16950 -3.97613 -1.53802
H -4.15807 -4.40406 -1.40236
H -3.11927 -4.96883 -2.60609
H -4.33196 -2.78703 -3.14501
H -2.68474 -2.85600 -3.65077
H -4.43631 -0.06194 -0.90252
H -5.10530 -1.71823 -1.02833
H -5.07638 -0.65278 -2.43057
H -1.57425 -0.50279 -3.14308
H -2.82916 0.56401 -2.67739
H -3.21980 -0.43736 -3.98422
H -1.01178 -2.09172 1.57079
H 0.02740 -2.94067 0.33585
H -0.90728 -3.82323 1.45948
C 3.02765 -3.75546 -3.95346
C 2.61794 -2.64303 -2.96902
C 3.87878 -1.85163 -2.55956
C 4.22759 -0.80831 -3.62878
C 3.01383 0.06715 -3.93073
C 1.78644 -0.74511 -4.41645
N 1.49902 -1.81343 -3.46289
O 0.28306 -2.54262 -3.74399
C 2.01737 -1.19346 -5.87788
C 0.65415 0.29972 -4.44270
C 2.18241 -3.28127 -1.63585
H 3.79969 -3.56541 -4.70258
H 2.13230 -4.10202 -4.47322
H 3.45933 -4.59994 -3.40952
H 4.66924 -2.59903 -2.51356
H 3.69729 -1.28387 -1.64398
H 4.56618 -1.36968 -4.50150
H 5.03590 -0.19731 -3.22200
H 3.34781 0.72487 -4.73665
H 2.72547 0.65037 -3.05467
H 2.11737 -0.35512 -6.56439
H 1.23722 -1.87107 -6.22736
H 2.93020 -1.79200 -5.92870
H 0.44717 0.69521 -3.44405
H -0.23020 -0.23800 -4.79113
H 0.93843 1.11473 -5.10279
H 1.20993 -3.77645 -1.71092
H 2.16222 -2.51993 -0.84532
H 2.91837 -4.01530 -1.30710
C 2.30624 -5.76997 2.07724
Br 1.39644 -6.73261 0.61311
Br 2.24164 -3.79424 1.74996
Br 4.14360 -6.39001 2.24137
H 1.76960 -5.99225 2.98845
C 2.35576 3.33481 -5.90896
Br 0.87673 4.34602 -6.72661
Br 2.13835 3.16631 -3.97636
Br 4.03858 4.11549 -6.52239
H 2.31488 2.31148 -6.25597
C 1.02594 0.03810 7.70782
Br -0.04953 0.09429 9.34942
Br 0.31618 1.23852 6.35166
Br 1.18086 -1.76694 7.04631
H 1.97740 0.47415 7.97797
C 4.18614 6.48855 -0.38676
Br 4.88001 8.18474 0.26085
Br 5.58684 5.37353 -1.25283
Br 2.65784 6.78834 -1.59191
H 3.77531 5.98626 0.47800

***

Q: Among the records above, which one has the lowest largest force on an atom?
A: C40H76Br12Hg2N4O4

***

Q: Which of these has the lowest largest force on an atom?
A: C40H76Br12Hg2N4O4

***

Q: Among the records above, which one has the lowest largest force on an atom?
A: C40H76Br12Hg2N4O4